DFT (wB97M-V/def2-TZVPD) results for 2 unconnected molecules or ions with the total composition CH3IO.

Its SMILES is C=O.I. For the calculated total energy, the calculation gives -412.7834 Eh. The value obtained for the HOMO-LUMO gap is 10.71 eV. The HOMO energy is -0.36608 Eh.

Atoms and positions in Å:
1 C -1.3312 -0.2171 0.0880
2 O -0.5592 -0.8528 0.7270
3 I 3.2860 -0.0481 -0.0547
4 H 3.2287 1.0516 -1.1467
5 H -1.8116 -0.5369 -0.9287
6 H -1.6651 0.8581 0.5240